ORCA calculation (ωB97M-V with the def2-TZVPD basis set) on C25H26CrNO3 as an isolated structure.

The geometry in ORCA input format:
```
! RIJCOSX wB97M-V def2-TZVPD def2/J DEFGRID3
* xyz 2 4
O 2.818 3.628 2.593
C 2.686 2.472 2.526
Cr 2.469 0.597 2.537
C 0.969 0.862 3.639
O 0.084 1.087 4.367
C 3.500 0.522 4.116
O 4.123 0.491 5.100
C 3.943 -0.020 1.065
C 2.899 0.675 0.439
C 1.569 0.289 0.659
C 1.248 -0.856 1.436
C -0.138 -1.148 1.780
C -1.312 -1.159 2.157
C -2.594 -1.311 2.605
C -3.571 -0.267 2.483
C -4.885 -0.375 3.026
C -5.815 0.648 2.849
C -5.465 1.810 2.137
C -4.167 1.947 1.622
C -3.230 0.930 1.801
C 2.316 -1.472 2.135
C 3.648 -1.096 1.911
H 4.973 0.315 0.942
H 3.105 1.551 -0.179
H 0.750 0.891 0.255
H -2.888 -2.209 3.154
H -5.141 -1.271 3.598
H -6.820 0.554 3.271
H -6.197 2.609 1.992
H -3.877 2.852 1.084
H -2.210 1.032 1.430
H 2.080 -2.240 2.878
H 4.446 -1.620 2.443
C -5.279 -2.742 -3.422
C -5.249 -2.680 -1.901
C -5.598 -1.290 -1.392
C -3.883 -3.130 -1.366
C -3.518 -4.570 -1.798
C -2.712 -5.127 -0.621
C -3.223 -4.339 0.603
N -3.812 -3.155 0.060
H -4.519 -2.080 -3.853
H -5.103 -3.758 -3.791
H -6.260 -2.418 -3.780
H -5.989 -3.400 -1.512
H -4.868 -0.549 -1.743
H -6.586 -1.014 -1.772
H -5.633 -1.261 -0.297
H -3.138 -2.428 -1.795
H -4.437 -5.158 -1.931
H -2.971 -4.573 -2.745
H -2.827 -6.207 -0.499
H -1.651 -4.899 -0.776
H -4.002 -4.944 1.103
H -2.447 -4.120 1.353
H -3.807 -2.305 0.607
*
```

E_LUMO (alpha / beta) = -5.62 / -8.82 eV
<S²> = 3.812
orbital gap (alpha / beta) = 7.40 / 5.79 eV
strongest force on any atom = 5.26 eV/A

Atom charges from the Mulliken analysis, given in e for atoms 1 to 6:
1 O -0.247
2 C 0.367
3 Cr 0.001
4 C 0.423
5 O -0.286
6 C 0.385